# C39H85N7O30

15 unconnected molecules or ions with the total composition C39H85N7O30 (ωB97M-V/def2-TZVPD, the OMol25 dataset).

Geometry as XYZ:
```
161
Properties=species:S:1:pos:R:3:forces:R:3
O -8.744963 -4.369861 -7.779400 0.4 1.4 1.4
O -5.403285 -8.316757 5.880078 2.0 0.6 0.4
O -1.451091 -0.485843 0.628466 -0.4 0.5 0.0
O -1.686334 -10.380396 -1.241547 -0.1 -0.7 -3.6
N -2.130878 -2.248634 -8.465708 -1.6 -0.1 0.0
H -4.787764 3.376236 1.865515 0.4 0.1 -0.5
H 3.526449 -1.508822 9.144209 -0.7 0.0 -0.1
H 6.797675 1.272709 -2.769149 0.0 0.4 0.3
H 6.836710 3.577967 -6.648022 -0.7 -0.2 0.4
O 8.700524 -1.157876 3.838546 1.3 0.6 0.7
H 3.696017 3.461679 13.511322 -0.1 -0.2 0.0
H -10.721257 -2.257239 -0.671477 0.1 -0.1 -0.7
C -2.701528 -10.013619 -3.470296 0.1 -0.3 0.7
O 6.239187 1.998889 12.580487 -1.4 2.8 -0.6
C -0.911523 3.971618 -6.154100 -0.2 0.6 -0.3
N 2.976081 -5.572079 -3.129470 0.4 0.5 -1.6
H -3.238158 7.361538 -1.029244 0.0 -0.4 0.0
C 0.087140 -12.296397 -2.393033 0.2 0.5 1.0
C -11.389095 -1.409186 -0.822822 0.9 1.1 -0.2
H 0.546539 5.644335 -9.773464 -0.3 -0.1 0.4
H -2.977719 2.682983 8.800601 -0.2 0.2 0.1
H 6.573047 4.581081 8.500540 0.3 -0.1 0.3
C -2.104228 -1.590048 0.301167 -1.0 0.4 -2.1
C -12.771843 -1.867205 -1.133953 0.7 -0.2 2.0
C -1.734571 -10.638918 -2.462885 0.7 -0.1 2.7
H 6.163340 5.755906 9.793296 -0.1 -0.1 -0.1
H 6.579507 8.705581 -0.994793 0.4 -0.5 -0.1
C -14.036224 -4.245364 -2.831825 0.0 1.9 1.2
O -0.913606 -11.558668 -3.067664 -1.3 1.1 -0.3
H 0.705678 -13.458904 -4.046443 0.0 -0.3 0.0
O 5.438141 1.485944 -5.515830 0.6 0.2 -1.4
C -2.899774 7.042761 1.086402 0.8 0.2 0.7
O -5.154309 -6.619214 7.155480 1.3 -0.4 0.0
C 3.060033 -5.845621 -1.642795 0.6 -0.6 -0.4
O 7.511043 4.687124 1.307571 0.4 1.6 -1.4
H -1.236106 4.375527 -5.195133 0.1 0.0 0.1
O -3.753175 5.885839 1.029644 1.7 0.8 -1.8
O 5.370101 3.835744 11.541344 -0.9 0.9 0.2
H -3.380673 -6.237172 5.133618 -0.2 0.0 0.5
H 4.957392 4.592161 9.099301 -0.2 0.7 -0.1
C 9.158879 -2.232807 1.866477 0.4 -1.0 -0.8
H -13.126978 -4.757819 -3.146074 0.0 0.3 -0.4
H -1.744151 3.407438 -6.574266 0.3 -0.4 0.3
N 2.118325 -2.645953 7.900450 1.9 -0.5 0.0
H -3.346337 -9.301279 -2.955631 0.3 0.1 0.0
O 7.144559 2.826243 -4.695241 0.2 -0.2 -0.9
H 4.952590 8.502850 -0.573279 -0.2 -0.1 0.4
H 2.191913 5.705691 -9.218624 0.2 0.4 -0.2
C 5.991058 4.751616 9.406246 -0.7 -0.6 0.3
C -14.028571 -2.665525 -3.095607 -0.7 -1.8 0.6
H -8.126187 -1.412457 -6.560415 -0.6 -0.5 0.3
H 0.998424 -14.108012 -2.395186 0.3 -0.3 -0.4
C 6.133733 1.920964 -4.649563 -0.1 1.0 0.6
O -12.897211 -2.026067 -2.450974 -0.3 -0.4 -1.5
H 8.996130 4.089590 -0.978568 0.1 -0.2 0.0
H -14.079156 -2.576326 -4.180769 1.1 0.8 0.1
H -1.942644 8.285773 -0.388489 0.4 -0.2 0.2
C 7.629669 3.352474 -5.934958 -0.9 -0.4 -1.5
H -0.289595 -3.172719 -8.676208 0.0 0.2 0.2
H -2.164098 -9.549611 -4.297319 0.0 0.0 0.1
O 1.894636 -5.289651 -3.617428 0.0 -0.3 1.0
O -8.218560 -3.787488 -5.727349 -0.2 -0.1 -1.1
H 1.593615 7.343223 -7.409174 0.1 -0.3 0.0
O -2.727955 -1.394608 -9.140353 0.9 -1.6 1.1
H 5.469652 7.586445 -1.889438 0.6 -0.3 -0.1
H -0.155969 1.565424 1.180341 0.1 -0.1 -0.3
H 3.893270 -6.525771 -1.466108 -0.1 0.0 -0.3
O -13.512862 -2.095464 -0.209036 -1.2 -0.4 -1.3
H 9.936330 5.557318 -0.761590 -0.3 0.2 0.2
H 7.238241 3.661226 10.812196 0.1 0.0 0.1
H -8.055620 -2.102639 -8.182569 0.2 0.4 -0.1
H 5.432453 6.025428 0.219787 -0.1 0.0 -0.5
H -14.905796 -2.126130 -2.738355 -0.3 -0.6 0.3
H -0.591369 -14.256950 -3.094256 -0.1 0.3 -0.1
O -0.740493 2.907335 9.622590 -1.0 -0.3 -1.3
H -3.528567 -0.415297 -0.810877 0.1 0.0 -0.2
H 0.368794 -0.982575 1.390494 0.1 0.0 0.3
N -4.681832 -7.419813 6.353187 -4.2 0.5 -0.9
H -2.019972 6.825568 1.692096 0.1 -0.6 0.1
H -3.283444 7.891562 1.652459 -1.0 -0.1 -0.5
H 8.767779 -3.102294 1.338140 -0.5 0.3 0.2
H 4.965726 2.757190 14.557207 -0.1 0.2 0.0
C 9.296656 4.840024 -0.247382 0.0 -0.2 0.3
H 6.075551 2.694539 9.979257 -0.3 -0.2 0.2
H 7.775920 5.335435 -5.140210 -0.2 0.0 -0.2
C -0.544614 -0.485403 1.717014 0.2 0.7 0.8
H 1.029364 -11.750126 -2.436479 0.0 0.3 -0.1
C -3.058335 2.543170 9.878587 0.2 -0.1 -1.0
C -0.358122 0.981844 2.078478 0.4 0.5 -0.9
H -6.135512 4.284194 2.293762 0.0 0.1 0.3
N 8.249421 -1.770146 2.916750 -2.7 -0.2 0.4
C -0.774011 5.128814 -7.121327 -1.8 -0.3 -1.4
H -0.025705 7.443359 -8.054632 -0.1 0.0 0.0
O 0.426982 5.712299 -7.046637 0.2 0.0 0.1
O -1.977051 -2.679552 0.741242 0.8 -1.4 1.7
C 0.285185 -13.610433 -3.052294 0.3 -0.5 0.0
O 7.031801 -1.974780 2.827782 1.2 -0.4 -0.8
H -1.719095 6.489275 -0.544045 0.0 0.3 -0.5
H -3.395900 1.518172 10.032006 0.0 0.2 0.5
H 4.183916 -2.482963 7.837182 0.0 0.0 0.1
C -8.613178 -2.105968 -7.245963 0.6 -0.1 -2.0
C 5.878610 1.625114 -3.237367 -0.3 -1.4 0.9
H -0.105377 -12.429307 -1.328433 -0.5 0.2 0.0
O -1.711617 5.391875 -7.888041 2.4 0.3 1.3
H -14.061960 -4.313212 -1.744236 -0.1 -0.4 0.1
H 3.375302 -0.992831 7.411351 -0.4 0.0 0.3
N -1.676716 2.699806 10.366009 2.7 0.8 3.2
H -0.527771 -2.022106 -7.283759 0.5 -0.1 -0.2
O -4.680743 6.150008 3.047507 0.7 -1.3 -1.8
O -1.449015 2.718485 11.597539 -1.7 -0.5 -1.5
H 0.019748 3.420420 -6.023659 -0.2 0.0 -0.1
H -2.364843 -1.362770 -1.773662 -0.2 0.0 -0.1
H -11.109920 -0.709829 -1.610893 0.7 -0.4 -0.2
H -9.628702 -1.910611 -7.590400 -0.1 0.1 0.7
C -3.365581 -7.116843 5.777094 0.6 -1.5 0.5
H -3.657617 3.310727 10.368303 0.0 -0.3 0.0
C 8.360904 4.606995 -5.701695 1.2 1.0 1.0
C -2.409778 7.303105 -0.323238 -0.5 0.3 0.3
C 3.359976 -1.825492 8.114597 1.3 -0.8 -0.7
H -3.079761 -8.003160 5.210693 0.0 0.2 0.0
H 2.135952 -6.329422 -1.326391 0.0 0.6 0.0
H 3.339952 -4.922513 -1.135260 -0.6 0.1 -0.2
C 8.010082 5.302725 0.370052 -1.3 -0.6 0.4
O 1.098931 -2.068323 8.017069 -2.5 1.4 0.4
H -14.917688 -4.750279 -3.227014 0.0 0.3 -0.2
C 5.547655 3.041760 12.568992 1.3 -3.2 1.2
H 10.082923 -2.586962 2.323434 0.0 0.7 0.0
H 6.238410 7.264559 1.088420 0.3 0.1 0.0
C 0.828567 6.776214 -7.939554 -1.3 0.2 0.4
H 9.253849 4.438443 -5.099744 0.1 -0.1 0.1
C -3.005089 -1.367965 -0.891533 -0.3 0.5 0.3
O 7.424223 6.315711 -0.332150 0.5 -0.7 0.8
C 1.272675 6.288464 -9.277544 -0.3 -0.4 -0.5
H -11.246241 -0.857398 0.106280 -0.9 0.0 0.1
H -3.372662 -10.767429 -3.881939 0.2 -0.2 0.0
C 5.815811 7.931923 -0.915306 -1.2 0.3 0.3
C -5.279193 4.317720 1.620195 -2.0 -1.3 1.0
O 3.991777 -5.594032 -3.829189 -0.4 -0.3 1.6
H 1.283629 7.168428 -9.920696 0.8 0.0 -0.1
H 8.720352 5.069274 -6.621037 -0.3 -0.1 -0.1
C 6.208338 3.666053 10.455309 2.1 -0.3 -1.8
O -2.630820 -3.157259 -7.802198 -0.3 1.1 -1.0
C 6.145576 6.839351 0.089086 0.5 0.3 0.1
H -5.773473 4.323503 0.648718 0.8 0.0 -0.3
H 5.192895 0.777854 -3.244454 -0.2 0.2 0.3
H 5.424124 2.469086 -2.718480 0.3 0.0 0.0
N -8.507330 -3.535113 -6.893121 -0.4 -1.2 0.8
C -0.677249 -2.208548 -8.347244 0.4 0.8 -0.4
H 9.805534 4.353083 0.584505 0.3 -0.1 -0.4
O 2.219009 -3.818308 7.593941 0.5 0.0 0.1
H 0.505172 1.194781 2.708929 -0.3 -0.3 0.4
H 4.955859 4.486271 14.091972 0.3 0.0 -0.2
C 4.757857 3.467961 13.757396 -0.3 -0.1 0.5
H -2.762886 -7.064227 6.683788 0.5 0.6 -0.5
H 8.231836 2.648728 -6.509635 0.2 -0.4 0.5
H -0.972644 -0.960385 2.599784 0.0 -0.6 -0.3
H -1.280443 1.424357 2.454779 0.1 -0.2 0.4
H -0.335502 -1.385982 -8.975484 0.2 -0.2 0.2
C -4.515172 5.510135 1.996108 -1.4 2.0 3.0
H -3.740071 -2.170452 -0.954166 0.3 0.0 0.0
H 9.262150 -1.417819 1.150078 0.3 0.0 0.3
```
Positions in Å, forces in eV/Å.

For the largest force on an atom, the calculation gives 4.3 eV/Å. Its energy relative to the best compared isomer or geometry (same formula, charge and spin) is 1.601 eV. Its charge is 0. The total energy is -4176.746844 Ha. The value obtained for the LUMO energy is -0.0946 eV.